(1)
This record from OMol25 describes one molecule with the formula C14H19O4P at a distorted geometry. The level of theory is wB97M-V/def2-TZVPD.

Geometry as XYZ:
```
38
Properties=species:S:1:pos:R:3:nbo_charge:R:1
C -0.037 -2.900 -1.047 -0.633
C 1.013 -1.884 -1.474 -0.058
O 2.005 -1.709 -0.475 -0.819
P 2.122 -0.711 0.770 2.212
C 0.551 -0.724 1.721 -1.022
O 3.267 -1.146 1.563 -1.101
C 2.396 0.988 0.118 -0.569
C 1.280 1.780 -0.429 0.821
O 1.282 2.970 -0.613 -0.601
O 0.238 0.982 -0.704 -0.533
C -0.982 1.581 -1.165 -0.104
C -2.113 0.954 -0.398 -0.077
C -2.725 -0.201 -0.869 -0.201
C -3.716 -0.818 -0.126 -0.208
C -4.100 -0.288 1.095 -0.204
C -3.492 0.861 1.570 -0.223
C -2.500 1.479 0.828 -0.146
C 3.760 1.156 -0.523 -0.369
C 3.504 1.745 0.809 -0.379
H -0.682 -3.135 -1.890 0.211
H 0.450 -3.811 -0.710 0.220
H -0.646 -2.508 -0.237 0.208
H 1.555 -2.253 -2.351 0.185
H 0.543 -0.931 -1.721 0.188
H 0.646 0.015 2.512 0.249
H 0.484 -1.711 2.175 0.253
H -0.332 -0.517 1.129 0.249
H -1.070 1.383 -2.238 0.195
H -0.920 2.661 -0.998 0.227
H -2.423 -0.617 -1.819 0.212
H -4.187 -1.715 -0.499 0.217
H -4.873 -0.770 1.674 0.217
H -3.789 1.277 2.521 0.217
H -2.021 2.373 1.201 0.208
H 3.830 1.811 -1.379 0.229
H 4.361 0.259 -0.574 0.241
H 3.379 2.815 0.884 0.237
H 3.942 1.262 1.669 0.251
```

Lowest unoccupied orbital energy = 0.025 Eh
Energy = -32306.488 eV
Structure (SMILES) = CCO[P@@](C)(=O)C1(C(=O)OCc2ccccc2)CC1
HOMO level = -9.84 eV
HOMO-LUMO gap = 10.5 eV



(2)
This record from OMol25 describes C14H20B11BaBr6N4S as an isolated structure at a distorted geometry. The level of theory is wB97M-V/def2-TZVPD.

Geometry as XYZ:
```
57
Properties=species:S:1:pos:R:3:lowdin_charge:R:1
Ba -1.414 -0.269 -0.868 1.619
C -3.887 -0.879 -1.264 -0.219
C -3.434 -1.989 -0.632 -0.173
C -2.416 -2.671 -1.484 -0.162
C -2.245 -1.981 -2.645 -0.206
C -3.213 -0.769 -2.665 -0.586
H -4.604 -0.139 -0.912 0.135
H -3.754 -2.347 0.336 0.128
H -1.945 -3.607 -1.223 0.127
H -1.719 -2.296 -3.532 0.125
H -3.979 -1.015 -3.406 0.141
C 1.505 -2.168 -4.370 -0.013
C 1.006 -1.673 -3.055 -0.266
N 0.270 -0.639 -2.887 -0.105
N -0.043 0.076 -4.074 0.043
C -1.111 0.784 -4.167 -0.598
N -1.304 1.553 -5.262 0.091
S -2.618 1.013 -3.042 0.868
C 1.390 -2.442 -1.787 -0.224
C 2.471 -3.300 -1.807 0.002
C 2.808 -3.984 -0.640 -0.021
C 2.047 -3.790 0.489 -0.025
C 0.978 -2.899 0.430 -0.148
N 0.659 -2.235 -0.673 -0.017
H 0.854 -1.859 -5.181 0.077
H 1.594 -3.252 -4.346 0.088
H 2.496 -1.760 -4.585 0.111
H -0.498 1.700 -5.851 0.123
H -2.034 2.243 -5.269 0.089
H 3.068 -3.429 -2.699 0.117
H 3.656 -4.655 -0.626 0.122
H 2.266 -4.294 1.421 0.121
H 0.383 -2.688 1.309 0.061
Br -1.299 -0.658 2.348 0.844
B -0.351 0.957 2.887 -0.872
B 0.187 1.311 4.504 -0.242
C 0.205 3.006 4.533 0.046
B -1.107 2.287 3.744 -0.242
B -0.372 3.810 3.163 -0.246
B 1.360 3.767 3.565 -0.250
B 1.701 2.235 4.388 -0.252
B 1.401 0.909 3.284 -0.847
Br 2.367 -0.824 3.264 0.831
B 2.142 2.449 2.702 -0.878
Br 3.994 2.505 2.062 0.855
B 0.837 3.442 1.926 -0.870
Br 1.153 4.582 0.359 0.843
B -0.699 2.512 2.055 -0.877
Br -2.040 2.578 0.634 0.808
B 0.880 1.668 1.759 -0.963
Br 1.262 0.842 0.057 0.836
H -0.038 0.698 5.490 0.171
H 0.003 3.472 5.486 0.193
H -2.189 2.298 4.220 0.169
H -0.958 4.830 3.271 0.171
H 1.885 4.747 3.959 0.173
H 2.444 2.238 5.305 0.173
```

Net charge = +1
Lowest unoccupied orbital energy = -0.168 Eh
Energy = -460031.964 eV
HOMO level = -11.49 eV
HOMO-LUMO gap = 6.9 eV



(3)
This record from OMol25 describes C14H20BO6PbS as an isolated structure at a distorted geometry. The level of theory is wB97M-V/def2-TZVPD.

Geometry as XYZ:
```
43
Properties=species:S:1:pos:R:3:nbo_charge:R:1
O -1.087 1.965 0.623 -0.595
C -1.746 1.005 0.260 0.605
C -1.905 0.865 -1.194 -0.636
B -1.609 -0.482 -2.081 0.600
O -0.902 0.038 -3.290 -0.730
C 0.166 -0.878 -3.466 -0.097
C 0.587 -1.129 -2.023 0.063
C 1.188 0.131 -1.407 -0.374
C 2.701 0.169 -1.268 -0.420
C 3.219 -0.519 -0.018 -0.406
C 2.763 0.148 1.271 -0.694
S 3.178 1.878 1.279 2.386
O 2.142 2.577 0.579 -0.985
O 4.516 2.071 0.845 -0.905
O 3.039 2.274 2.808 -0.860
O -0.688 -1.391 -1.439 -0.695
C -2.363 0.060 1.204 -0.095
C -1.630 -1.015 1.701 -0.192
C -2.196 -1.905 2.600 -0.192
C -3.509 -1.721 3.013 -0.179
C -4.241 -0.652 2.509 -0.192
C -3.683 0.241 1.609 -0.205
H -2.863 1.324 -1.457 0.266
H -1.028 1.465 -1.529 -0.024
H -2.705 -0.957 -2.340 -0.040
H 0.924 -0.579 -4.180 0.190
H -0.297 -1.807 -3.798 0.199
H 1.253 -1.984 -1.952 0.205
H 0.775 0.226 -0.408 0.213
H 0.837 1.021 -1.948 0.102
H 2.995 1.210 -1.208 0.218
H 3.192 -0.211 -2.158 0.224
H 2.952 -1.570 0.008 0.228
H 4.302 -0.482 -0.051 0.245
H 1.693 0.111 1.451 0.240
H 3.239 -0.355 2.108 0.251
H 2.909 1.487 3.349 0.512
H -0.622 -1.173 1.354 0.216
H -1.593 -2.721 2.953 0.226
H -3.940 -2.427 3.700 0.230
H -5.266 -0.518 2.814 0.229
H -4.247 1.064 1.201 0.216
Pb -0.452 3.145 -2.024 1.651
```

Net charge = +1
Lowest unoccupied orbital energy = -0.241 Eh
Energy = -43877.436 eV
HOMO level = -11.72 eV
HOMO-LUMO gap = 5.2 eV



(4)
This record from OMol25 describes C14H20Cl2F6O3W as an isolated structure at a distorted geometry. The level of theory is wB97M-V/def2-TZVPD.

Geometry as XYZ:
```
46
Properties=species:S:1:pos:R:3:nbo_charge:R:1
C 2.460 0.505 -0.220 -0.072
C 1.524 1.595 -0.113 0.025
C 0.629 1.531 -1.224 -0.102
C 1.616 2.740 0.823 -0.693
C 1.059 0.467 -2.070 0.084
C 2.162 -0.203 -1.439 -0.066
C 2.845 -1.412 -1.944 -0.652
C 3.582 0.196 0.691 -0.652
C -0.381 2.561 -1.581 -0.654
C 0.454 0.099 -3.372 -0.661
W 0.359 -0.489 0.157 2.023
Cl -1.340 3.122 3.137 -0.926
Cl 0.668 0.132 2.411 -0.157
O -0.374 -1.615 -1.315 -0.942
H 2.208 2.503 1.706 0.249
H 0.632 3.044 1.205 0.313
H 2.077 3.611 0.333 0.244
H -0.855 2.974 -0.689 0.276
H -1.164 2.148 -2.217 0.233
H 0.084 3.388 -2.132 0.245
H -0.631 0.268 -3.355 0.245
H 0.617 -0.956 -3.604 0.248
H 0.858 0.696 -4.204 0.252
H 2.130 -2.060 -2.462 0.240
H 3.271 -1.986 -1.120 0.245
H 3.655 -1.185 -2.651 0.245
H 3.333 0.472 1.717 0.257
H 4.501 0.726 0.416 0.242
H 3.799 -0.871 0.683 0.240
H -1.325 -1.776 -1.221 0.506
O 1.304 -2.126 0.707 -0.878
H 0.935 -2.962 0.379 0.508
C -2.930 0.010 2.640 -0.670
C -2.588 -0.861 1.440 0.128
O -1.618 -0.272 0.625 -0.722
C -2.133 -2.294 1.909 0.954
F -3.093 -2.975 2.593 -0.308
F -1.761 -3.076 0.853 -0.334
F -1.052 -2.228 2.729 -0.311
C -3.840 -1.034 0.490 0.965
F -4.906 -1.636 1.092 -0.314
F -4.247 0.181 0.045 -0.312
F -3.552 -1.756 -0.631 -0.338
H -2.014 0.248 3.196 0.280
H -3.685 -0.439 3.310 0.237
H -3.271 0.994 2.279 0.281
```

Lowest unoccupied orbital energy (spin up / spin down) = -0.115 / -0.115 Eh
Energy = -64162.177 eV
HOMO level (spin up / spin down) = -6.98 / -7.00 eV
HOMO-LUMO gap (spin up / spin down) = 3.8 / 3.9 eV



(5)
This record from OMol25 describes a 2-piece molecular cluster, C14H20ClFN4 overall at a distorted geometry. The level of theory is wB97M-V/def2-TZVPD.

Geometry as XYZ:
```
40
Properties=species:S:1:pos:R:3:nbo_charge:R:1
C -0.863 3.685 -0.400 0.281
C -2.121 2.936 -0.402 0.153
N -3.109 2.318 -0.247 -0.129
N -0.411 4.198 -1.755 -0.298
C 0.838 4.775 -1.719 0.105
C 1.715 4.669 -2.792 -0.215
C 1.270 4.138 -4.017 -0.052
C -0.023 3.618 -4.062 -0.225
C -0.831 3.640 -2.928 0.102
H -0.891 4.535 0.332 0.260
H 1.175 4.925 -0.683 0.251
H 2.795 4.763 -2.599 0.277
H 1.968 3.916 -4.802 0.264
H -0.348 2.928 -4.876 0.277
H -1.736 2.985 -2.821 0.260
Cl 1.523 -4.911 3.378 0.007
C 0.369 -4.700 1.978 -0.195
N 0.137 -3.266 1.612 -0.215
C -0.459 -2.445 2.784 -0.232
C -0.712 -1.055 2.326 -0.262
N -0.375 -0.981 0.899 -0.410
F 0.238 2.937 0.025 -0.313
C -1.113 -1.859 0.003 -0.256
C -0.822 -3.260 0.428 -0.235
C 1.102 -1.138 0.771 -0.258
C 1.424 -2.539 1.168 -0.241
H 0.814 -5.227 1.118 0.249
H -0.587 -5.150 2.285 0.250
H -1.375 -2.964 3.049 0.231
H 0.298 -2.507 3.560 0.247
H -1.727 -0.714 2.539 0.239
H -0.054 -0.368 2.867 0.225
H -2.181 -1.634 0.011 0.238
H -0.792 -1.682 -1.028 0.223
H -0.311 -3.819 -0.353 0.231
H -1.715 -3.760 0.784 0.233
H 1.432 -0.866 -0.233 0.227
H 1.571 -0.406 1.433 0.227
H 2.077 -2.590 2.033 0.248
H 1.808 -3.125 0.334 0.230
```

Net charge = +2
Lowest unoccupied orbital energy = -0.266 Eh
Energy = -36024.958 eV
HOMO level = -14.88 eV
HOMO-LUMO gap = 7.7 eV



(6)
This record from OMol25 describes C14H20ClO4PS4Sn as an isolated structure at a distorted geometry. The level of theory is wB97M-V/def2-TZVPD.

Geometry as XYZ:
```
45
Properties=species:S:1:pos:R:3:nbo_charge:R:1
Sn -8.892 7.616 -17.015 1.026
S -8.932 9.964 -18.134 -0.365
C -10.659 9.929 -18.479 -0.181
C -11.098 10.806 -19.533 -0.221
C -12.406 10.840 -19.905 -0.273
C -13.292 9.966 -19.329 -0.239
C -12.973 9.195 -18.278 -0.232
C -11.653 9.118 -17.800 -0.228
S -11.394 8.079 -16.497 -0.269
H -10.296 11.442 -20.038 0.205
H -12.738 11.557 -20.640 0.187
H -14.303 9.966 -19.686 0.183
H -13.691 8.493 -17.805 0.207
C -5.373 4.990 -11.578 -0.635
C -6.643 4.231 -11.263 0.102
C -6.535 3.202 -10.167 -0.630
O -6.948 3.466 -12.531 -0.899
P -8.247 3.846 -13.426 1.655
S -9.701 3.247 -12.261 -0.786
S -7.991 5.615 -14.242 -0.716
O -8.013 2.904 -14.695 -0.884
C -7.605 1.403 -14.693 0.126
C -6.115 1.429 -14.808 -0.635
C -8.113 0.644 -13.491 -0.651
H -5.107 5.658 -10.795 0.190
H -5.533 5.663 -12.450 0.253
H -4.579 4.278 -11.813 0.197
H -7.505 4.862 -11.097 0.214
H -5.914 2.353 -10.454 0.203
H -7.528 2.808 -9.905 0.233
H -6.177 3.633 -9.209 0.189
H -8.096 1.010 -15.599 0.189
H -5.713 2.017 -14.001 0.238
H -5.833 1.802 -15.764 0.219
H -5.694 0.431 -14.695 0.185
H -7.675 0.976 -12.568 0.229
H -7.854 -0.434 -13.583 0.185
H -9.215 0.655 -13.334 0.243
Cl -8.577 2.471 -18.936 -0.112
C -8.878 3.998 -18.042 -0.470
C -8.413 5.255 -18.738 0.777
O -7.348 5.298 -19.393 -0.624
O -9.287 6.299 -18.546 -0.886
H -8.416 3.886 -17.085 0.270
H -9.929 3.928 -17.871 0.230
```

Net charge = -2
Lowest unoccupied orbital energy = 0.168 Eh
Energy = -94022.317 eV
HOMO level = -1.78 eV
HOMO-LUMO gap = 6.4 eV